# 1
Entry from the OMol25 dataset: 8 unconnected molecules or ions with the total composition C20H28F4O28S4 in a non-equilibrium geometry (wB97M-V/def2-TZVPD).

For the lowest unoccupied orbital energy, the calculation gives -0.09 eV. The HOMO energy is -0.3676 Eh. As for the SMILES: O=C1OC[C@@H](F)O1.O=C1OC[C@@H](F)O1.O=C1OC[C@@H](F)O1.O=C1OC[C@@H](F)O1.O=S1(=O)OCCO1.O=S1(=O)OCCO1.O=S1(=O)OCCO1.O=S1(=O)OCCO1.

Structure (ORCA input):
```
! RIJCOSX wB97M-V def2-TZVPD def2/J DEFGRID3
* xyz 0 1
O -3.98 0.71 0.47
C -2.04 -2.51 4.87
O 3.94 -0.06 1.84
O 2.25 -5.20 -2.06
O -3.11 -1.59 0.60
S 4.22 1.58 1.99
C 4.91 -0.63 0.89
C 6.05 0.34 0.82
O 1.87 4.94 0.05
H 1.35 -1.14 2.34
C -0.16 0.32 1.64
O 5.86 1.25 1.81
S -2.20 3.73 -3.62
O -1.50 2.23 -3.62
H -0.23 3.26 1.03
O 0.41 5.06 1.65
O 1.74 0.59 -2.17
O 3.84 -3.61 -1.43
C -0.32 -0.78 -0.33
O -3.14 -2.99 4.12
H -0.29 -1.67 2.48
H -4.34 -4.03 5.35
H -6.13 -1.30 -0.41
H 5.96 0.94 -0.09
H -4.58 1.16 -4.17
C -3.91 -1.81 5.88
H 1.03 -3.68 -1.31
H 0.55 3.70 -1.16
O 2.28 2.75 -2.26
S -3.70 -0.60 1.43
H -3.18 1.12 -5.29
H -1.83 0.40 -3.52
O -0.70 -1.01 -1.48
H 3.99 -0.97 -3.73
F -5.36 -2.72 4.22
O -2.51 -2.02 5.95
F 2.79 -1.25 -1.75
C 0.52 4.55 -0.48
H 3.02 -0.06 -4.74
H -6.96 -0.12 0.76
O 3.58 1.09 -3.12
C -4.27 -3.01 4.97
C -6.04 -0.48 0.31
C 3.31 -0.12 -3.69
H -4.20 -0.84 5.48
O -0.91 -2.48 4.41
O 4.65 -5.43 -3.13
H -4.76 0.41 -1.34
C 1.77 -4.39 -0.95
O 2.45 5.39 2.29
H -5.82 1.42 -0.34
C 2.45 1.57 -2.52
C -0.27 4.30 0.72
H -0.99 0.53 2.31
C -2.50 1.26 -3.46
H 2.84 -2.95 0.18
O -5.37 -0.82 1.51
C 0.38 -1.10 1.84
O 3.01 -3.81 -4.01
C 2.26 -0.54 -2.72
H 1.40 -1.00 -3.22
O -1.58 4.68 -4.60
H -1.30 4.55 0.46
C 3.06 -3.87 -0.36
C -3.60 1.58 -4.39
H 4.61 -0.86 -0.13
H -4.42 -1.98 6.83
C -5.11 0.60 -0.32
H 3.56 -4.54 0.34
O -3.02 -0.21 2.68
O 4.00 1.98 3.40
F 0.91 1.21 1.83
H 7.05 -0.07 0.96
H 5.15 -1.62 1.28
H -2.92 1.17 -2.46
O -2.38 4.18 -2.27
O 3.62 2.38 0.88
O -3.66 3.05 -4.25
O -0.53 0.40 0.32
O 0.44 -1.54 0.50
S 3.50 -4.54 -2.86
H 1.49 -5.10 -0.17
F 0.04 5.57 -1.14
C 1.70 5.11 1.38
*
```



# 2
Entry from the OMol25 dataset: a molecular structure, C20H28FN4O5Pd (wB97M-V/def2-TZVPD).

For the lowest unoccupied orbital energy (alpha / beta), the calculation gives -3.17 / -3.17 eV. The HOMO energy (alpha / beta) is -0.3371 / -0.3371 Eh. The value obtained for the energy above the lowest of the compared OMol25 structures with the same formula, charge and spin is 0.0 kJ/mol.

Structure (ORCA input):
```
! RIJCOSX wB97M-V def2-TZVPD def2/J DEFGRID3
* xyz 1 1
H 2.86 4.85 -1.17
O 2.66 -4.90 1.19
H 3.61 -6.07 3.96
H -1.24 6.48 -0.03
O 1.01 -1.87 -0.40
C 2.56 -5.36 2.34
C 0.01 -1.18 -0.29
C 1.21 -5.57 2.94
H -0.78 -4.84 2.42
H 0.90 -6.57 2.63
C 0.17 0.30 -0.40
H -0.36 6.06 -2.08
H -0.34 -8.62 -1.64
C -0.16 6.58 -0.10
C 0.61 3.06 -0.65
C 1.87 4.97 -1.61
F 2.92 2.60 -0.91
H -1.48 3.28 -0.39
H -3.09 2.43 0.67
C 0.25 -4.54 2.32
H -3.13 2.48 -1.89
C -0.90 1.20 -0.27
O -3.14 -3.13 0.07
C 1.45 0.80 -0.63
C -0.66 2.57 -0.42
H 1.23 -5.56 4.03
H -0.09 7.68 -1.88
C -1.36 -1.60 -0.07
H -0.14 -8.43 0.11
O 0.04 -6.67 -1.01
C 1.63 6.48 -1.82
H 2.19 7.09 -1.11
C 0.57 5.31 0.38
H 0.16 7.47 0.42
C -3.88 1.94 -1.30
O -1.13 -4.03 -0.14
H 1.26 -8.28 -0.97
N 0.18 6.75 -1.56
C -1.92 -3.03 -0.01
H 4.56 -5.57 2.60
H -3.33 -1.00 0.22
C 0.20 -8.07 -0.87
N 3.66 -5.67 3.04
H 2.27 0.10 -0.71
C -3.33 1.55 0.07
N 0.79 4.46 -0.78
H -4.17 1.05 -1.86
N -2.16 0.69 -0.02
H -4.76 2.58 -1.19
H -0.05 4.79 1.11
H 0.39 -3.56 2.79
C -2.32 -0.65 0.05
H 1.86 4.45 -2.56
H 1.88 6.80 -2.82
C 1.66 2.15 -0.73
Pd 0.78 -4.35 0.43
H -0.90 -6.44 -0.97
H -4.09 1.00 0.62
H 1.51 5.57 0.87
*
```



Values for M, g/mol, ordered as above
920.68, 529.89